1.
This record from the OMol25 dataset describes a 3-piece molecular cluster, C15H22Cl2F6NO4 overall in a non-equilibrium geometry. The level of theory is the ωB97M-V functional and the def2-TZVPD basis.

The calculation puts the frontier orbital gap at 9.6 eV. The value obtained for the molar mass is 465.24 g/mol. Its LUMO energy is -3.6 eV. As for the total energy: -2459.644308 hartree. For the maximum force, the calculation gives 6.23 eV/A.

Geometry as ORCA input:
```
! wB97M-V def2-TZVPD RIJCOSX def2/J DEFGRID3
* xyz 1 1
C 1.559 4.397 -1.263
C 0.102 3.928 -0.603
Cl 0.153 3.136 1.095
C -1.181 4.149 -1.384
Cl -1.071 4.982 -3.074
N -2.511 3.692 -0.829
C -3.770 4.485 -1.104
C -4.927 3.354 -0.676
C -4.185 1.889 -0.992
C -2.736 2.387 -1.621
H 1.679 5.573 -1.313
H 2.456 3.908 -0.665
H 1.578 3.910 -2.339
H -2.525 3.303 0.160
H -3.921 5.473 -0.458
H -3.924 4.862 -2.224
H -5.312 3.535 0.426
H -5.742 3.416 -1.544
H -3.841 1.239 -0.078
H -4.813 1.176 -1.682
H -1.845 1.621 -1.668
H -3.037 2.819 -2.671
C 1.031 0.564 3.166
C 2.007 0.088 4.226
O 2.084 -1.347 4.235
C 2.887 -1.914 3.279
O 3.516 -1.270 2.444
C 2.915 -3.434 3.433
F 1.674 -3.968 3.620
F 3.663 -3.827 4.505
F 3.441 -4.070 2.349
H 0.053 0.093 3.304
H 0.911 1.650 3.210
H 1.374 0.296 2.162
H 1.650 0.393 5.215
H 3.000 0.530 4.091
C 3.053 -4.375 -0.700
C 2.393 -5.246 -1.753
O 0.970 -5.046 -1.756
C 0.518 -3.940 -2.427
O 1.252 -3.139 -3.001
C -1.008 -3.876 -2.393
F -1.518 -4.120 -1.152
F -1.578 -4.795 -3.226
F -1.500 -2.663 -2.771
H 2.602 -4.551 0.282
H 4.125 -4.584 -0.641
H 2.919 -3.313 -0.925
H 2.565 -6.301 -1.516
H 2.814 -5.067 -2.749
*
```

2.
This record from the OMol25 dataset describes C15H22N2O2 as an isolated structure in a non-equilibrium geometry. The level of theory is the ωB97M-V functional and the def2-TZVPD basis.

The calculation puts the frontier orbital gap at 8.8 eV. The value obtained for the molar mass is 262.35 g/mol. Its energy above the lowest of the compared OMol25 structures with the same formula, charge and spin is 15.9829 eV. Its LUMO energy is 0.6 eV. As for the total energy: -844.214201 hartree. For the maximum force, the calculation gives 19.53 eV/A.

Geometry as ORCA input:
```
! wB97M-V def2-TZVPD RIJCOSX def2/J DEFGRID3
* xyz 0 1
C -5.722 -2.142 0.213
H -6.690 -2.203 -0.065
O -5.231 -0.739 -0.227
C -4.024 -0.510 -0.080
C -3.733 0.660 -0.545
C -2.522 1.217 -0.231
C -1.546 0.332 0.339
C -1.797 -0.830 0.387
C -3.126 -1.296 0.305
H -3.241 -2.391 0.663
H -1.059 -1.316 0.883
N -0.235 0.968 0.209
C 0.470 1.870 -0.128
O -0.090 3.110 -0.440
C 1.934 2.032 0.185
N 2.426 0.676 0.378
C 2.705 0.105 -1.071
C 2.999 -1.266 -1.075
C 4.432 -1.353 -0.441
C 4.656 -2.895 -0.231
H 4.769 -3.327 -1.450
H 3.778 -3.419 0.290
H 5.604 -2.987 0.257
C 4.086 -0.854 1.209
C 3.739 0.736 0.747
H 3.667 0.959 1.996
H 4.562 0.974 0.528
H 5.113 -0.842 1.571
H 3.291 -1.508 1.661
H 5.175 -0.950 -0.796
H 3.161 -1.424 -2.243
H 2.196 -1.818 -0.833
H 1.763 0.473 -1.640
H 3.435 0.726 -1.651
H 2.416 2.693 -0.356
H 2.085 2.632 1.371
H 0.558 0.182 0.473
H -2.230 2.341 -0.281
H -4.566 1.526 -0.727
H -5.699 -2.237 1.279
H -5.179 -2.957 -0.336
*
```

3.
This record from the OMol25 dataset describes one molecule with the formula C15H22N2O3. The level of theory is the ωB97M-V functional and the def2-TZVPD basis.

The calculation puts the frontier orbital gap at 9.4 eV. The value obtained for the molar mass is 278.35 g/mol. Its energy above the lowest of the compared OMol25 structures with the same formula, charge and spin is 2.9078 eV. Its LUMO energy is 0.9 eV. As for the total energy: -919.971775 hartree. For the maximum force, the calculation gives 0.73 eV/A. As for the structure (SMILES): COc1cccc(C(=O)N2CCCN(C)CC2)c1OC.

Geometry as ORCA input:
```
! wB97M-V def2-TZVPD RIJCOSX def2/J DEFGRID3
* xyz 0 1
C 2.707 -0.882 -3.991
O 2.498 -2.071 -3.262
C 1.521 -2.169 -2.323
C 1.489 -3.407 -1.672
C 0.571 -3.677 -0.683
C -0.334 -2.703 -0.300
C -0.313 -1.464 -0.918
C -1.332 -0.445 -0.494
O -2.510 -0.580 -0.788
N -0.873 0.609 0.214
C 0.477 0.716 0.717
C 0.597 0.101 2.118
C 0.268 1.095 3.238
N -0.708 2.096 2.850
C -0.962 3.021 3.932
C -1.918 1.550 2.255
C -1.820 1.573 0.724
C 0.591 -1.189 -1.950
O 0.592 0.070 -2.537
C -0.517 0.344 -3.374
H 3.610 -1.063 -4.574
H 2.859 -0.024 -3.333
H 1.878 -0.673 -4.672
H 2.211 -4.145 -1.984
H 0.562 -4.645 -0.206
H -1.061 -2.895 0.475
H 0.738 1.776 0.757
H 1.155 0.211 0.030
H -0.066 -0.764 2.166
H 1.613 -0.264 2.271
H -0.059 0.532 4.132
H 1.178 1.641 3.510
H -0.019 3.468 4.245
H -1.426 2.544 4.810
H -1.617 3.816 3.578
H -2.126 0.527 2.599
H -2.769 2.173 2.539
H -2.791 1.331 0.286
H -1.513 2.575 0.408
H -0.407 1.382 -3.682
H -1.468 0.215 -2.854
H -0.510 -0.304 -4.258
*
```

4.
This record from the OMol25 dataset describes one molecule with the formula C15H22N4O5 in a non-equilibrium geometry. The level of theory is the ωB97M-V functional and the def2-TZVPD basis.

The calculation puts the frontier orbital gap at 8.9 eV. The value obtained for the molar mass is 338.36 g/mol. Its energy above the lowest of the compared OMol25 structures with the same formula, charge and spin is 0.0000 eV. Its LUMO energy is 0.5 eV. As for the total energy: -1180.113613 hartree. For the maximum force, the calculation gives 1.52 eV/A. As for the structure (SMILES): COCCn1c(CCC(=O)O)nc2c1c(=O)[nH]c(=O)n2CC(C)C.

Geometry as ORCA input:
```
! wB97M-V def2-TZVPD RIJCOSX def2/J DEFGRID3
* xyz 0 1
C -4.149 0.250 -2.107
O -3.657 0.388 -0.798
C -3.341 1.720 -0.462
C -2.744 1.746 0.945
N -1.452 1.114 0.976
C -1.141 -0.182 1.196
C -2.134 -1.247 1.493
C -1.420 -2.586 1.673
C -0.498 -2.890 0.514
O 0.560 -3.453 0.605
O -1.017 -2.530 -0.665
N 0.153 -0.418 1.085
C 0.713 0.768 0.764
C -0.263 1.752 0.682
C 0.048 3.112 0.372
O -0.707 4.060 0.271
N 1.421 3.248 0.178
C 2.433 2.301 0.255
O 3.589 2.605 0.070
N 2.034 1.019 0.556
C 3.023 -0.040 0.644
C 3.457 -0.551 -0.735
C 4.628 -1.515 -0.564
C 2.297 -1.246 -1.441
H -4.343 -0.810 -2.255
H -5.078 0.816 -2.243
H -3.415 0.594 -2.845
H -4.246 2.345 -0.485
H -2.618 2.138 -1.177
H -3.413 1.227 1.634
H -2.617 2.788 1.248
H -2.840 -1.295 0.661
H -2.692 -0.999 2.400
H -0.814 -2.586 2.578
H -2.153 -3.392 1.741
H -0.387 -2.725 -1.377
H 1.746 4.183 -0.040
H 2.571 -0.850 1.219
H 3.891 0.365 1.171
H 3.787 0.309 -1.327
H 5.467 -1.019 -0.082
H 4.327 -2.365 0.044
H 4.958 -1.883 -1.532
H 1.973 -2.099 -0.848
H 1.457 -0.567 -1.569
H 2.608 -1.597 -2.423
*
```

5.
This record from the OMol25 dataset describes C15H22N5Pd as an isolated structure in a non-equilibrium geometry. The level of theory is the ωB97M-V functional and the def2-TZVPD basis.

The calculation puts the frontier orbital gap (alpha / beta) at 8.1 / 6.1 eV. The value obtained for the molar mass is 378.80 g/mol. Its energy above the lowest of the compared OMol25 structures with the same formula, charge and spin is 0.0000 eV. Its LUMO energy (alpha / beta) is -2.0 / -5.5 eV. As for the total energy: -985.905311 hartree. For the maximum force, the calculation gives 2.56 eV/A.

Geometry as ORCA input:
```
! wB97M-V def2-TZVPD RIJCOSX def2/J DEFGRID3
* xyz 1 5
C -0.582 1.135 -2.884
C -0.093 2.546 -2.736
C 0.139 0.240 -3.834
C -2.066 1.013 -2.816
H -0.402 0.229 -4.785
H 0.197 -0.795 -3.471
H 1.159 0.587 -4.023
H -0.417 3.110 -3.624
H 1.001 2.626 -2.661
H -0.541 3.018 -1.846
H -2.493 1.642 -3.602
H -2.449 1.371 -1.854
H -2.406 -0.010 -2.974
C 2.164 -0.380 0.743
C 2.320 -0.622 -0.666
C 2.242 0.653 -1.334
H 2.524 -1.570 -1.154
C 1.955 1.656 -0.332
C 1.971 1.009 0.946
H 1.896 1.519 1.903
H 2.245 -1.136 1.522
H 2.445 0.827 -2.386
H 1.860 2.727 -0.506
C -1.607 -1.269 1.079
C -0.434 -2.054 1.005
C -0.090 -2.247 -0.373
H 0.077 -2.521 1.845
C -1.122 -1.614 -1.174
C -2.025 -0.938 -0.252
H -2.938 -0.408 -0.526
H -2.163 -1.033 1.984
H 0.708 -2.856 -0.774
H -1.264 -1.757 -2.236
Pd 0.174 0.086 -0.764
N -1.381 -1.460 5.640
N -0.589 -0.601 4.892
N 0.718 -0.448 5.209
C 1.173 0.094 4.060
N 0.244 0.196 3.100
N -0.892 -0.315 3.619
H -2.360 -1.269 5.473
H -1.098 -1.398 6.621
H 2.200 0.416 3.949
*
```